Below is C22H45F3InO6 as an isolated structure at a distorted geometry, with properties calculated with the ωB97M-V functional and the def2-TZVPD basis.

Maximum force = 0.04905 Eh/bohr
LUMO level = 2.39 eV
DFT total energy = -49152.626 eV
Multiplicity = 1
Net charge = -1

```
77
Properties=species:S:1:pos:R:3:forces:R:3
C -0.446 -0.622 0.731 -0.31 0.85 -0.17
C -0.818 0.161 1.982 -0.36 -0.29 0.42
O -0.191 -0.229 3.193 -0.16 -0.50 -0.20
C 1.139 -0.750 3.046 0.65 0.75 0.02
In 2.640 0.634 2.077 -0.21 -0.04 0.09
C 4.147 1.468 3.516 -0.16 -0.35 -0.68
C 1.752 2.370 0.984 0.52 0.06 0.08
C 2.790 2.981 0.005 -0.79 -0.72 0.44
C 2.482 2.505 -1.416 0.37 0.33 0.67
C 1.251 3.159 -1.994 0.13 -0.41 0.07
O 1.332 4.571 -2.059 -0.04 0.52 -0.25
C 3.836 -0.686 0.660 -0.57 0.57 0.56
O 3.061 -1.068 -0.536 -0.06 0.35 1.14
C 3.732 -1.634 -1.507 -0.45 0.98 0.86
F 4.698 -2.436 -1.128 1.65 -1.06 0.57
F 4.287 -0.737 -2.315 0.72 0.95 -1.06
F 2.905 -2.349 -2.214 -1.49 -1.21 -1.64
H -1.284 -0.547 0.042 -0.25 -0.09 -0.14
H -0.260 -1.666 0.918 0.11 -0.33 0.13
H 0.382 -0.156 0.221 0.57 -0.19 -0.12
H -1.885 0.013 2.130 -0.23 -0.07 0.30
H -0.696 1.237 1.856 0.32 0.20 -0.34
H 1.502 -0.896 4.058 -0.04 0.03 0.35
H 1.144 -1.751 2.616 -0.20 -0.21 -0.25
H 3.838 1.405 4.552 -0.07 0.08 0.23
H 4.358 2.494 3.236 -0.09 0.39 0.11
H 5.089 0.941 3.394 0.24 -0.26 0.12
H 1.432 3.103 1.721 -0.04 0.12 0.25
H 0.859 2.086 0.443 -0.29 -0.08 -0.14
H 3.770 2.621 0.298 0.46 0.16 -0.14
H 2.818 4.069 0.071 0.10 0.23 -0.10
H 3.360 2.668 -2.037 -0.01 -0.01 -0.38
H 2.285 1.439 -1.343 0.12 -0.31 -0.19
H 1.109 2.770 -2.996 -0.10 0.27 -0.43
H 0.373 2.863 -1.433 -0.27 -0.06 0.21
H 1.408 4.912 -1.160 0.01 -0.21 -0.12
H 4.791 -0.241 0.395 0.11 0.06 -0.40
H 4.037 -1.587 1.229 0.12 -0.38 -0.02
C -3.399 3.642 -4.173 0.09 -0.01 -0.10
C -3.938 2.233 -3.949 -0.13 0.03 0.06
C -2.853 1.626 -3.072 0.20 0.00 -0.07
O -2.305 2.696 -2.302 -0.17 -0.02 -0.09
C -2.761 3.945 -2.825 -0.02 0.05 0.14
H -4.163 4.367 -4.452 -0.01 0.00 0.02
H -2.638 3.630 -4.956 0.00 0.01 0.01
H -4.884 2.278 -3.403 0.01 -0.02 0.00
H -4.103 1.672 -4.869 0.03 0.00 0.00
H -2.050 1.191 -3.676 -0.04 -0.07 -0.02
H -3.237 0.857 -2.402 0.06 -0.01 0.04
H -3.493 4.364 -2.125 -0.01 0.06 -0.05
H -1.917 4.633 -2.898 0.05 -0.06 0.06
C -6.118 0.654 0.113 -0.03 -0.10 -0.12
C -6.730 -0.044 1.323 -0.03 0.09 0.10
C -5.705 -1.135 1.603 0.06 -0.07 -0.11
O -4.441 -0.617 1.192 -0.14 -0.01 -0.05
C -4.632 0.580 0.435 0.06 0.11 0.19
H -6.470 1.674 -0.033 0.02 0.01 0.02
H -6.335 0.085 -0.795 0.00 0.02 0.00
H -6.780 0.650 2.166 0.00 -0.01 0.00
H -7.731 -0.437 1.147 0.01 -0.02 -0.01
H -5.914 -2.037 1.018 -0.08 -0.01 0.04
H -5.657 -1.410 2.658 0.07 0.00 0.00
H -4.315 1.428 1.050 0.01 0.06 -0.08
H -4.006 0.548 -0.454 0.07 -0.04 0.04
C 3.168 -4.762 0.104 0.00 -0.05 0.15
C 3.806 -6.056 0.595 -0.08 -0.12 -0.09
C 3.420 -6.052 2.068 0.02 0.14 0.09
O 2.166 -5.378 2.159 0.05 -0.06 -0.09
C 1.881 -4.724 0.915 -0.13 -0.07 -0.06
H 2.993 -4.737 -0.970 -0.01 0.02 0.00
H 3.797 -3.916 0.366 0.00 0.04 0.03
H 3.351 -6.913 0.090 0.02 -0.01 0.02
H 4.884 -6.102 0.439 0.00 0.03 0.02
H 4.151 -5.499 2.668 0.07 -0.05 -0.02
H 3.321 -7.058 2.482 -0.05 0.02 0.04
H 1.079 -5.279 0.413 0.00 0.05 -0.04
H 1.533 -3.709 1.109 0.02 -0.02 0.08
```
Forces are in eV/Å.

Löwdin population analysis, charges in e, atoms 1 to 5: -0.073, -0.290, -0.243, -0.277, 0.857

=====

Below is C22H45N2O9Sr as an isolated structure at a distorted geometry, with properties calculated with the ωB97M-V functional and the def2-TZVPD basis.

Maximum force = 0.06758 Eh/bohr
LUMO level = -1.88 eV
Energy relative to the best compared isomer or geometry (same formula, charge and spin) = 0.747 eV
DFT total energy = -45784.558 eV
Multiplicity = 1
Net charge = +1

```
79
Properties=species:S:1:pos:R:3:forces:R:3
Sr -0.311 -0.526 0.069 -1.26 0.57 -3.19
C -2.113 1.762 -1.960 0.42 0.37 -0.37
C -0.817 1.404 -2.680 -0.59 0.20 -0.09
O 0.216 1.441 -1.726 -0.08 -0.04 0.25
C 1.497 1.222 -2.269 0.69 -0.05 -0.06
C 2.436 0.852 -1.129 -0.11 0.73 -0.54
O 1.964 -0.350 -0.565 0.82 0.05 -0.23
C 2.968 -1.216 -0.093 0.41 -0.65 0.11
C 2.277 -2.493 0.398 0.40 0.20 0.47
O 1.176 -2.862 -0.401 -0.26 0.00 -0.23
C 1.470 -3.539 -1.603 -0.07 0.02 -0.55
C 1.577 -2.623 -2.834 0.20 -0.22 0.35
O 0.445 -1.811 -3.062 -0.19 0.14 0.23
C -0.659 -2.427 -3.694 -0.39 0.00 0.12
C -1.740 -2.860 -2.693 0.48 -0.16 -0.34
O -2.164 -1.796 -1.873 0.15 0.21 0.25
C -3.252 -1.027 -2.327 -0.30 0.39 0.13
C -3.548 0.002 -1.234 -0.41 -0.54 -0.23
O -2.441 0.826 -0.953 0.32 0.05 0.15
H -2.926 1.857 -2.686 0.02 0.02 0.03
H -1.969 2.732 -1.471 -0.09 -0.04 -0.06
H -0.633 2.133 -3.479 -0.02 -0.01 0.01
H -0.873 0.404 -3.117 0.00 -0.07 -0.11
H 1.855 2.125 -2.784 -0.02 -0.10 0.08
H 1.462 0.390 -2.983 -0.01 0.09 0.00
H 2.435 1.643 -0.370 0.08 -0.05 -0.01
H 3.451 0.732 -1.527 -0.10 -0.03 0.06
H 3.521 -0.760 0.740 -0.04 -0.08 -0.12
H 3.680 -1.437 -0.903 -0.10 0.13 0.07
H 1.846 -2.301 1.382 0.20 -0.13 -0.09
H 3.010 -3.307 0.460 -0.07 0.09 0.01
H 0.658 -4.257 -1.757 0.18 0.01 0.02
H 2.408 -4.103 -1.510 -0.10 0.02 -0.01
H 1.784 -3.248 -3.713 0.01 0.04 0.05
H 2.402 -1.921 -2.711 0.08 -0.08 -0.01
H -0.335 -3.292 -4.283 -0.07 0.02 -0.01
H -1.073 -1.679 -4.381 0.01 -0.13 0.02
H -1.326 -3.597 -2.002 -0.07 -0.08 -0.12
H -2.580 -3.310 -3.235 0.01 0.02 0.05
H -4.136 -1.659 -2.485 0.03 0.05 0.02
H -3.030 -0.518 -3.274 0.05 -0.08 -0.04
H -3.752 -0.523 -0.299 -0.12 0.04 -0.09
H -4.424 0.603 -1.517 0.14 -0.09 0.06
C -1.529 -4.054 2.246 0.07 0.28 -0.11
C -1.840 -2.560 2.170 0.17 -0.12 1.07
C -3.146 -2.220 2.875 0.29 0.07 -0.09
O -1.891 -2.127 0.805 -0.89 -0.92 0.16
C -0.647 -1.795 2.827 -0.56 -0.54 0.39
O -0.537 -1.787 4.035 -0.17 -0.10 0.39
O 0.148 -1.269 1.990 0.94 -0.66 1.75
H -2.369 -4.652 1.887 -0.05 -0.03 -0.04
H -1.328 -4.321 3.280 -0.05 -0.05 0.08
H -0.642 -4.281 1.654 0.03 -0.03 -0.03
H -3.958 -2.864 2.541 -0.09 -0.04 -0.08
H -3.400 -1.180 2.673 -0.10 0.07 0.04
H -3.016 -2.339 3.946 0.00 -0.03 0.08
H -2.438 -2.768 0.338 -0.01 0.19 -0.26
C 2.923 4.508 2.843 -0.23 -0.01 0.16
C 1.549 4.084 3.362 0.43 0.04 0.17
N 0.713 3.509 2.324 -0.14 0.17 0.17
C -0.010 4.454 1.487 0.02 -0.07 -0.29
C 0.614 4.630 0.100 -0.11 0.02 0.22
C 0.678 2.178 2.082 0.01 0.40 0.16
C 1.507 1.287 2.949 0.01 -0.21 -0.08
N -0.039 1.642 1.153 -0.24 0.34 0.16
H 3.555 4.802 3.676 0.12 0.10 0.07
H 2.838 5.350 2.161 0.05 0.08 -0.07
H 3.406 3.685 2.321 0.06 -0.07 -0.06
H 1.032 4.953 3.778 -0.02 -0.13 0.02
H 1.668 3.366 4.171 -0.05 0.09 -0.03
H -0.007 5.416 2.002 -0.08 -0.12 0.00
H -1.057 4.141 1.397 0.04 0.05 0.05
H 1.627 5.012 0.191 0.08 0.05 -0.05
H 0.025 5.339 -0.475 -0.03 0.10 -0.12
H 0.649 3.688 -0.440 0.01 -0.10 -0.09
H 1.158 1.345 3.977 0.03 -0.06 0.12
H 2.559 1.558 2.923 0.14 0.13 0.05
H 1.376 0.260 2.620 0.02 0.09 0.10
H -0.607 2.321 0.662 0.05 0.19 -0.07
```
Forces are in eV/Å.

Löwdin population analysis, charges in e, atoms 1 to 5: 1.636, -0.153, -0.167, -0.218, -0.165

=====

Look up the multiplicity of the second one. 1